1.
Here is C3H5BrClNO3 as an isolated structure at a distorted geometry from OMol25. Energies are from ωB97M-V with the def2-TZVPD basis set.

Output
Charge: 0
ΔE to the lowest compared entry with this formula, charge and spin in eV: 0.1854
Strongest force on any atom in eV/Å: 4.64
Electronic energy in eV: -93385.119
HOMO energy in eV: -10.2
Orbital gap in eV: 10.18

Cartesian coordinates (Å):
C (1.53662, 0.12830, 0.14566)
C (0.24840, -0.73290, 0.22315)
C (-0.98028, -0.18232, -0.36735)
N (-1.35604, 1.45260, 0.51049)
O (-0.91818, 1.49028, 1.63051)
O (-2.04831, 2.21852, -0.17963)
O (0.56135, -1.94905, -0.33469)
Cl (-0.85734, 0.28757, -2.04109)
Br (-2.55589, -1.22307, 0.09506)
H (2.36435, -0.42225, 0.54068)
H (1.52913, 1.01293, 0.59489)
H (1.65365, 0.49639, -0.82578)
H (-0.06955, -0.86519, 1.22579)
H (0.89209, -1.71181, -1.21769)

***

2.
Here is an isolated molecule of C10H14N4O5 at a distorted geometry from OMol25. Energies are from ωB97M-V with the def2-TZVPD basis set.

Output
Charge: 0
SMILES: N[C@@H](Cc1c[nH]cn1)C(=O)N[C@@H](CC(=O)O)C(=O)O
ΔE to the lowest compared entry with this formula, charge and spin in eV: 0.9926
Strongest force on any atom in eV/Å: 2.72
Electronic energy in eV: -26796.358
HOMO energy in eV: -9.0
Orbital gap in eV: 9.30

Cartesian coordinates (Å):
C (-2.09924, -1.47784, -0.38150)
C (-0.76224, -1.30400, 0.38874)
C (-3.05599, -0.29901, -0.06914)
C (-2.35054, 0.95540, -0.19518)
C (-2.02702, 1.89036, 0.73717)
C (-0.99097, 2.30839, -1.13175)
C (1.53685, -0.45466, 0.33728)
C (1.56581, 0.94952, 0.94285)
C (2.60516, -0.55338, -0.73256)
C (4.02072, -0.43770, -0.19555)
H (-2.34721, -3.61216, -0.15212)
H (-2.85438, -2.70979, 1.08769)
H (-1.89477, -1.55148, -1.45821)
H (-3.48500, -0.44549, 0.98554)
H (-3.93231, -0.45068, -0.75346)
H (-2.19255, 1.97231, 1.79797)
H (-0.35436, 2.86013, -1.83367)
H (-0.43036, 3.26696, 0.65020)
H (0.06343, -0.23617, -1.15784)
H (1.73828, -1.23342, 1.08879)
H (2.51419, -1.57625, -1.16654)
H (2.43044, 0.14610, -1.59751)
H (4.60146, -0.83071, -2.02113)
H (1.42119, 1.85856, 2.53078)
N (-2.80337, -2.70962, 0.08267)
N (-1.68339, 1.24160, -1.39620)
N (-1.14210, 2.77963, 0.13147)
N (0.26515, -0.70892, -0.28779)
O (-0.65773, -1.75564, 1.51867)
O (1.62838, 1.94285, 0.22465)
O (4.30524, -0.07664, 0.90916)
O (4.98876, -0.68406, -1.14225)
O (1.37847, 0.93583, 2.25879)

***

3.
Here is an isolated ion of composition C3H6NO and charge +1 at a distorted geometry from OMol25. Energies are from ωB97M-V with the def2-TZVPD basis set.

Output
Charge: +1
ΔE to the lowest compared entry with this formula, charge and spin in eV: 3.2842
Strongest force on any atom in eV/Å: 3.82
Electronic energy in eV: -6734.693
HOMO energy in eV: -14.8
Orbital gap in eV: 9.85

Cartesian coordinates (Å):
C (2.33467, 0.13675, -0.39415)
C (1.33084, -0.13563, 0.43555)
C (-0.90291, 0.52878, 0.30442)
N (-2.33254, -0.04518, -0.12084)
O (-0.01737, -0.36103, 0.12788)
H (3.37205, 0.16869, 0.00647)
H (2.22038, 0.30358, -1.53106)
H (1.50992, -0.26559, 1.51939)
H (-2.80920, 0.82996, -0.37248)
H (-2.61104, -0.34269, 0.75312)
H (-2.09480, -0.81764, -0.72831)

***

4.
Here is C22H42IrNOP3S as an isolated structure at a distorted geometry from OMol25. Energies are from ωB97M-V with the def2-TZVPD basis set.

Output
Spin multiplicity: 5
Charge: +3
Expectation value of S²: 6.046
ΔE to the lowest compared entry with this formula, charge and spin in eV: 0.7871
Strongest force on any atom in eV/Å: 2.72
Electronic energy in eV: -68545.966
HOMO energy (alpha / beta) in eV: -13.2 / -17.0
Orbital gap (alpha / beta) in eV: 5.03 / 4.82

Cartesian coordinates (Å):
Ir (0.08913, 0.10786, 0.25131)
P (0.11237, 0.40962, 2.64367)
P (1.35182, -1.74537, 0.32850)
P (-2.11769, -0.49825, 0.42741)
H (0.38324, 1.99948, -1.84644)
C (-0.47258, 1.75165, -1.20337)
C (-0.52726, 2.26184, 0.13061)
H (0.29387, 2.87874, 0.51364)
C (1.48482, 1.34735, 3.40364)
C (0.09710, -1.09873, 3.69743)
C (-1.31732, 1.34178, 3.31241)
C (2.09177, -1.89855, -1.37110)
C (2.83827, -1.74068, 1.40858)
C (0.48298, -3.30424, 0.75401)
C (-3.33985, 0.87760, 0.51138)
C (-2.72019, -1.62315, 1.75049)
C (-2.62229, -1.39932, -1.06858)
H (-1.41157, 1.55013, -1.72989)
H (-1.50555, 2.47657, 0.56743)
H (1.45229, 2.39426, 3.07838)
H (2.45277, 0.93273, 3.10743)
H (1.38861, 1.30294, 4.50076)
H (0.94658, -1.75618, 3.49903)
H (-0.82070, -1.67316, 3.54581)
H (0.14120, -0.76328, 4.74541)
H (-1.45997, 2.26918, 2.74698)
H (-1.09602, 1.58615, 4.36344)
H (-2.24472, 0.75976, 3.27235)
H (1.91983, -2.94095, -1.69492)
H (3.17834, -1.70684, -1.31944)
H (1.63848, -1.19510, -2.08695)
H (3.22733, -2.77007, 1.46262)
H (2.59295, -1.38644, 2.41888)
H (3.60258, -1.08812, 0.96925)
H (1.17128, -4.14220, 0.56405)
H (-0.41871, -3.43764, 0.14482)
H (0.20845, -3.29196, 1.81217)
H (-4.34325, 0.46543, 0.33629)
H (-3.14655, 1.63396, -0.25537)
H (-3.33240, 1.36190, 1.49565)
H (-3.72952, -1.94813, 1.47100)
H (-2.78197, -1.14225, 2.73000)
H (-2.07767, -2.50890, 1.81929)
H (-3.72002, -1.38481, -1.11698)
H (-2.30394, -2.44918, -1.04766)
H (-2.18793, -0.92247, -1.95879)
C (-1.19744, -1.58524, -4.35678)
C (-0.71488, -2.49467, -5.32157)
C (-1.41819, -2.67279, -6.51568)
C (-2.62477, -2.00898, -6.72496)
C (-3.21043, -1.27811, -5.68577)
C (-2.51671, -1.07682, -4.49059)
O (-0.36321, -1.01616, -3.38411)
H (-0.23216, -1.63317, -2.59256)
H (0.20750, -3.03740, -5.16269)
H (-1.02813, -3.33724, -7.29777)
H (-3.12941, -2.06205, -7.68967)
H (-4.20584, -0.84412, -5.81395)
H (-3.00193, -0.50135, -3.70675)
S (2.49721, 1.23993, -0.20679)
C (3.01367, 2.55674, 0.73577)
N (2.41033, 3.78266, 0.53967)
C (2.65321, 4.86830, 1.32860)
C (3.61952, 4.77415, 2.32048)
C (4.35745, 3.59626, 2.46301)
C (4.06279, 2.49537, 1.66705)
H (1.70871, 3.84746, -0.19621)
H (2.06878, 5.76343, 1.10515)
H (3.82663, 5.63155, 2.96393)
H (5.16861, 3.55269, 3.19097)
H (4.60026, 1.54657, 1.74658)

***

5.
Here is a 2-piece molecular cluster, CH3O2S overall at a distorted geometry from OMol25. Energies are from ωB97M-V with the def2-TZVPD basis set.

Output
Spin multiplicity: 3
Charge: -1
Expectation value of S²: 2.011
ΔE to the lowest compared entry with this formula, charge and spin in eV: 2.1922
Strongest force on any atom in eV/Å: 2.20
Electronic energy in eV: -16011.887
HOMO energy (alpha / beta) in eV: -2.5 / -3.2
Orbital gap (alpha / beta) in eV: 6.89 / 6.42

Cartesian coordinates (Å):
C (-0.45329, 0.59922, -0.68385)
O (1.50430, -1.03815, -1.02967)
O (1.95099, 0.86802, 0.59082)
S (0.99870, -0.12013, 0.01398)
H (-0.98661, 1.44877, -0.08777)
H (-1.07800, -0.22844, -1.03276)
H (-1.93608, -1.52928, 2.22924)

***

6.
Here is C33H27N9O2PrS2 as an isolated structure at a distorted geometry from OMol25. Energies are from ωB97M-V with the def2-TZVPD basis set.

Output
Spin multiplicity: 3
Charge: +1
Expectation value of S²: 2.002
ΔE to the lowest compared entry with this formula, charge and spin in eV: 0.1503
Strongest force on any atom in eV/Å: 2.02
Electronic energy in eV: -87903.130
HOMO energy (alpha / beta) in eV: -10.3 / -10.2
Orbital gap (alpha / beta) in eV: 7.39 / 7.37

Cartesian coordinates (Å):
Pr (-0.70189, -0.48253, 0.02707)
N (0.54819, 2.66543, 3.71611)
C (0.57184, 2.48087, 2.38908)
N (0.99598, 1.42147, 1.78642)
C (1.46641, 0.37315, 2.56611)
N (1.97616, -0.68638, 2.03720)
N (1.77883, -0.73213, 0.65517)
C (2.76955, -0.77763, -0.11854)
C (2.50258, -0.86918, -1.58073)
C (3.55454, -0.88659, -2.47750)
C (3.26709, -0.89470, -3.83613)
C (1.94525, -0.87548, -4.23712)
C (0.95756, -0.86978, -3.26120)
N (1.21879, -0.87919, -1.95990)
C (1.42001, 0.47194, 4.03042)
C (1.81344, -0.57204, 4.86828)
C (1.74494, -0.42390, 6.23577)
C (1.27187, 0.77309, 6.78409)
C (0.87246, 1.81196, 5.97156)
C (0.95096, 1.64840, 4.59035)
H (0.20056, 3.53491, 4.08350)
H (0.20230, 3.31236, 1.79456)
H (3.79490, -0.67337, 0.23316)
H (4.57634, -0.88033, -2.11954)
H (4.06639, -0.89869, -4.56583)
H (1.67119, -0.85118, -5.28309)
H (-0.09013, -0.83119, -3.53974)
H (2.17137, -1.48806, 4.41772)
H (2.05595, -1.23123, 6.88440)
H (1.21824, 0.88828, 7.85893)
H (0.50347, 2.73850, 6.39542)
N (-3.11069, 1.75487, 0.56455)
C (-3.65291, 0.88523, 1.62247)
C (-2.55121, -0.13519, 1.72765)
O (-2.62791, -1.21127, 1.05931)
O (-1.44603, 0.23741, 2.21216)
H (-2.40018, 2.36856, 0.94030)
H (-3.82577, 2.33128, 0.14249)
H (-4.56067, 0.40758, 1.26399)
H (-3.84195, 1.37224, 2.58055)
S (-3.66087, 0.87382, -3.76825)
C (-4.36283, -0.60329, -3.21226)
C (-5.51470, -1.23526, -3.68028)
C (-5.91638, -2.39506, -3.05066)
C (-5.18906, -2.90012, -1.96339)
C (-4.04908, -2.27099, -1.50312)
C (-3.61615, -1.11322, -2.15434)
N (-2.47243, -0.35577, -1.84538)
C (-2.40073, 0.71443, -2.59241)
C (-1.34526, 1.73805, -2.45031)
C (-1.28442, 2.79120, -3.36662)
C (-0.29873, 3.75506, -3.23659)
C (0.61424, 3.64685, -2.19228)
C (0.53209, 2.58561, -1.29510)
C (-0.44776, 1.59098, -1.38521)
H (-6.08245, -0.82382, -4.50491)
H (-6.81001, -2.90483, -3.38585)
H (-5.53549, -3.79503, -1.46242)
H (-3.51714, -2.64656, -0.64158)
H (-1.99337, 2.87402, -4.18507)
H (-0.24266, 4.57556, -3.94008)
H (1.39436, 4.39246, -2.08366)
H (1.27318, 2.52738, -0.50209)
S (0.13622, -3.48945, 0.80709)
C (-0.34015, -3.91222, -0.72383)
N (-0.15334, -5.18633, -1.20135)
C (-0.48370, -5.58819, -2.44678)
C (-1.04810, -4.70274, -3.30238)
C (-1.25876, -3.40734, -2.78722)
N (-0.93577, -3.02554, -1.57946)
H (0.27391, -5.83500, -0.55492)
H (-0.27301, -6.62154, -2.68435)
H (-1.33358, -4.98189, -4.30391)
H (-1.73927, -2.65121, -3.40307)

***

- What is the electronic energy in the first record?
  -93385.119 eV

***

- The highest charge belongs to which entry?
  C22H42IrNOP3S